*one*
Computed, not measured: one molecule with the formula C5H8FNO, with ωB97M-V/def2-TZVPD.

Output
SMILES string	FC[C@@H]1NC[C@@H]2O[C@H]12
LUMO energy	0.81	eV
HOMO energy	-9.5162	eV
HOMO-LUMO gap	10.326	eV

Geometry as XYZ:
```
16
C5H8FNO (ωB97M-V/def2-TZVPD)
F 0.458 -1.658 1.866
C 1.215 -0.529 1.373
C 0.088 0.337 0.679
N -0.670 -0.804 0.073
C -1.583 0.018 -0.902
C -0.703 1.129 -1.335
O 0.680 0.587 -1.764
C 0.570 1.217 -0.475
H 1.652 0.152 2.113
H 2.120 -0.762 0.503
H -0.483 0.779 1.488
H -1.468 -1.006 0.895
H -2.601 0.138 -0.516
H -1.492 -0.840 -1.766
H -1.033 2.146 -1.645
H 0.917 2.217 -0.297
```


*two*
Computed, not measured: one molecule with the formula C5H8FNO, with ωB97M-V/def2-TZVPD.

Output
SMILES string	C[C@@](C#N)(CO)CF
LUMO energy	0.53	eV
HOMO energy	-11.1028	eV
HOMO-LUMO gap	11.635	eV

Geometry as XYZ:
```
16
C5H8FNO (ωB97M-V/def2-TZVPD)
C 0.126 -1.148 1.039
C 0.345 -0.035 0.044
C 1.718 -0.141 -0.561
N 2.832 -0.260 -0.901
C -0.598 -0.111 -1.163
O -1.915 -0.027 -0.632
C 0.220 1.334 0.719
F 0.463 2.341 -0.167
H 0.780 -1.201 1.926
H 0.310 -2.104 0.537
H -0.913 -1.095 1.436
H -0.398 0.717 -1.858
H -0.449 -1.073 -1.695
H -2.541 0.046 -1.349
H -0.852 1.351 1.011
H 0.872 1.405 1.611
```


*two* is preferred energetically. Next in line: 4.060 eV higher.


*one*
Computed, not measured: C5H10 as an isolated structure, with ωB97M-V/def2-TZVPD.

Output
LUMO energy	1.19	eV
HOMO energy	-9.0263	eV
HOMO-LUMO gap	10.215	eV

Geometry as XYZ:
```
15
C5H10 (ωB97M-V/def2-TZVPD)
C -1.552 1.757 -0.122
C -0.572 1.066 0.850
C -0.142 -0.256 0.439
C 0.985 -0.586 -0.255
C 1.352 -2.030 -0.759
H -1.703 2.738 0.287
H -2.532 1.320 -0.221
H -0.983 1.686 -1.270
H -0.893 1.068 1.749
H 0.451 1.686 0.821
H -0.753 -1.180 0.607
H 1.508 0.118 -0.451
H 1.368 -1.915 -1.875
H 0.620 -2.782 -0.386
H 2.487 -2.442 -0.177
```


*two*
Computed, not measured: a 2-piece molecular cluster, C5H10 overall, with ωB97M-V/def2-TZVPD.

Output
SMILES string	C=CC.C=C
LUMO energy	1.29	eV
HOMO energy	-9.6003	eV
HOMO-LUMO gap	10.887	eV

Geometry as XYZ:
```
15
C5H10 (ωB97M-V/def2-TZVPD)
C -1.729 0.354 0.552
C -1.082 -0.754 0.902
C -0.415 -1.696 -0.059
H -1.807 0.655 -0.492
H -2.205 0.999 1.286
H -1.028 -1.023 1.958
H -0.981 -2.632 -0.142
H 0.595 -1.959 0.281
H -0.327 -1.250 -1.054
C 1.153 1.603 -0.955
C 1.848 0.836 -0.124
H 1.489 1.810 -1.968
H 0.210 2.049 -0.650
H 1.490 0.631 0.882
H 2.790 0.377 -0.415
```


*three*
Computed, not measured: C5H10 as an isolated structure, with ωB97M-V/def2-TZVPD.

Output
LUMO energy	1.15	eV
HOMO energy	-8.6784	eV
HOMO-LUMO gap	9.826	eV

Geometry as XYZ:
```
15
C5H10 (ωB97M-V/def2-TZVPD)
C 0.518 1.341 1.201
C 0.137 1.536 -0.098
C -0.637 -0.341 -1.056
C -0.847 -1.363 -0.218
C 0.436 -1.375 -0.980
H 1.554 1.129 1.458
H -0.110 1.684 2.020
H 0.044 -0.265 1.614
H -0.790 2.063 -0.311
H 0.878 1.534 -0.892
H -1.152 0.211 -1.828
H -1.617 -2.059 0.084
H -0.356 -0.885 1.239
H 1.354 -1.127 -0.432
H 0.587 -2.083 -1.800
```


*four*
Computed, not measured: one molecule with the formula C5H10, with ωB97M-V/def2-TZVPD.

Output
SMILES string	C=C(C)CC
LUMO energy	1.10	eV
HOMO energy	-9.1535	eV
HOMO-LUMO gap	10.255	eV

Geometry as XYZ:
```
15
C5H10 (ωB97M-V/def2-TZVPD)
C 0.864 -1.149 1.078
C -0.083 -0.415 0.485
C -1.265 0.054 1.161
C -0.168 -0.194 -1.020
C 0.676 1.044 -1.346
H 0.940 -1.489 2.054
H 1.735 -1.621 0.537
H -1.956 -0.757 1.357
H -0.913 0.527 2.065
H -1.630 1.048 0.644
H -1.225 -0.014 -1.492
H 0.422 -1.076 -1.262
H 1.687 0.747 -1.544
H 0.357 1.572 -2.231
H 0.558 1.721 -0.486
```


*two* is preferred energetically. Next in line: 0.199 eV higher.


*one*
Computed, not measured: one molecule with the formula C5H10, with ωB97M-V/def2-TZVPD.

Output
SMILES string	C/C=C/CC
LUMO energy	1.25	eV
HOMO energy	-8.7139	eV
HOMO-LUMO gap	9.967	eV

Geometry as XYZ:
```
15
C5H10 (ωB97M-V/def2-TZVPD)
C 0.302 2.021 1.480
C 0.418 0.538 1.192
C -0.221 0.041 0.046
C -0.097 -1.319 -0.490
C -0.323 -1.261 -2.006
H 0.634 2.100 2.504
H 0.777 2.678 0.798
H -0.835 2.195 1.643
H 0.947 -0.143 1.824
H -0.798 0.681 -0.624
H -0.849 -2.008 -0.037
H 0.978 -1.669 -0.187
H 0.057 -2.234 -2.632
H -1.471 -1.350 -2.125
H 0.087 -0.372 -2.493
```


*two*
Computed, not measured: one molecule with the formula C5H10, with ωB97M-V/def2-TZVPD.

Output
SMILES string	C=CC(C)C
LUMO energy	1.19	eV
HOMO energy	-9.3741	eV
HOMO-LUMO gap	10.568	eV

Geometry as XYZ:
```
15
C5H10 (ωB97M-V/def2-TZVPD)
C -1.874 -0.046 -0.440
C -0.998 -0.204 0.595
C 0.469 -0.024 0.481
C 0.826 1.405 -0.127
C 1.230 -1.176 -0.323
H -2.940 -0.336 -0.410
H -1.478 0.216 -1.468
H -1.397 -0.513 1.572
H 0.885 -0.093 1.487
H 0.209 1.567 -1.050
H 1.954 1.474 -0.355
H 0.526 2.211 0.557
H 1.110 -2.117 0.131
H 2.294 -0.959 -0.210
H 0.920 -1.172 -1.375
```


*three*
Computed, not measured: one molecule with the formula C5H10, with ωB97M-V/def2-TZVPD.

Output
SMILES string	C/C=C/CC
LUMO energy	1.32	eV
HOMO energy	-8.9430	eV
HOMO-LUMO gap	10.261	eV

Geometry as XYZ:
```
15
C5H10 (ωB97M-V/def2-TZVPD)
C 0.311 -0.552 -2.550
C -0.142 0.164 -1.313
C 0.190 -0.225 -0.076
C -0.033 0.767 1.095
C -0.313 -0.001 2.421
H 1.336 -0.254 -2.786
H -0.350 -0.286 -3.374
H 0.373 -1.630 -2.396
H -0.841 0.992 -1.343
H 0.697 -1.157 0.146
H 0.838 1.400 1.246
H -0.887 1.350 0.758
H 0.501 -0.004 3.143
H -0.492 -1.042 2.170
H -1.187 0.478 2.858
```


*three* is preferred energetically. Next in line: 0.053 eV higher.


*one*
Computed, not measured: one molecule with the formula C5H10, with ωB97M-V/def2-TZVPD.

Output
SMILES string	CC1(C)CC1
LUMO energy	1.13	eV
HOMO energy	-9.3670	eV
HOMO-LUMO gap	10.498	eV

Geometry as XYZ:
```
15
C5H10 (ωB97M-V/def2-TZVPD)
C -1.265 -0.998 -0.043
C -0.184 -0.065 -0.039
C -0.489 1.493 -0.087
C 1.222 -0.381 -0.699
C 1.049 -0.248 0.753
H -2.052 -0.874 -0.783
H -1.725 -0.960 0.957
H -0.926 -2.031 -0.022
H -1.138 2.010 -0.819
H 0.574 1.566 -0.235
H -0.628 2.021 0.902
H 1.789 0.327 -1.316
H 1.224 -1.321 -1.132
H 1.329 0.628 1.312
H 1.220 -1.167 1.250
```


*two*
Computed, not measured: a 3-piece molecular cluster, C5H10 overall, with ωB97M-V/def2-TZVPD.

Output
SMILES string	C1=CC1.[H][H].C=C
LUMO energy	1.35	eV
HOMO energy	-9.3585	eV
HOMO-LUMO gap	10.707	eV

Geometry as XYZ:
```
15
C5H10 (ωB97M-V/def2-TZVPD)
C 1.515 0.913 -0.384
C 1.744 -0.187 -1.020
C 1.789 -0.285 0.476
H 1.259 1.961 -0.392
H 1.811 -0.734 -1.948
H 0.958 -0.763 1.006
H 2.751 -0.381 0.990
H -0.735 -1.677 -0.720
H -0.197 -2.074 -1.048
C -2.133 0.014 0.478
C -1.454 1.149 0.597
H -2.146 -0.731 1.270
H -2.688 -0.226 -0.424
H -1.427 1.886 -0.201
H -0.885 1.380 1.493
```


*three*
Computed, not measured: one molecule with the formula C5H10, with ωB97M-V/def2-TZVPD.

Output
SMILES string	C=C(C)CC
LUMO energy	1.14	eV
HOMO energy	-9.0342	eV
HOMO-LUMO gap	10.171	eV

Geometry as XYZ:
```
15
C5H10 (ωB97M-V/def2-TZVPD)
C 1.436 -0.423 1.025
C 0.527 0.228 0.258
C 1.020 1.216 -0.792
C -0.938 0.015 0.522
C -1.532 -0.974 -0.483
H 1.161 -0.982 1.888
H 2.498 -0.270 0.885
H 1.917 1.694 -0.498
H 0.240 1.927 -0.937
H 1.257 0.679 -1.731
H -1.445 0.968 0.480
H -1.083 -0.396 1.542
H -0.929 -1.905 -0.550
H -2.549 -1.204 -0.119
H -1.577 -0.573 -1.489
```


*four*
Computed, not measured: one molecule with the formula C5H10, with ωB97M-V/def2-TZVPD.

Output
SMILES string	C=CCCC
LUMO energy	1.23	eV
HOMO energy	-9.6694	eV
HOMO-LUMO gap	10.903	eV

Geometry as XYZ:
```
15
C5H10 (ωB97M-V/def2-TZVPD)
C 2.205 -0.422 0.165
C 1.182 0.176 -0.422
C 0.141 1.088 0.213
C -1.277 0.538 -0.060
C -1.369 -1.037 0.068
H 2.991 -1.028 -0.392
H 2.385 -0.278 1.222
H 0.935 0.015 -1.563
H 0.218 2.103 -0.370
H 0.200 1.209 1.371
H -1.497 0.894 -1.142
H -2.031 1.055 0.545
H -2.433 -1.347 -0.052
H -0.743 -1.566 -0.718
H -0.908 -1.399 1.136
```


*three* is preferred energetically. Next in line: 0.813 eV higher.


*one*
Computed, not measured: an isolated ion of composition CH3N2O and charge +1, with ωB97M-V/def2-TZVPD.

Output
SMILES string	N#[N+]CO
LUMO energy	-6.48	eV
HOMO energy	-17.3213	eV
net charge	+1
HOMO-LUMO gap	10.843	eV

Geometry as XYZ:
```
7
CH3N2O (ωB97M-V/def2-TZVPD)
N 1.363 2.560 -0.785
N 0.904 1.618 -0.476
C 0.310 0.439 -0.095
O -0.930 0.365 -0.693
H 0.270 0.459 1.018
H 1.006 -0.373 -0.405
H -1.407 -0.447 -0.470
```


*two*
Computed, not measured: a 2-piece molecular cluster, CH3N2O overall, with ωB97M-V/def2-TZVPD.

Output
LUMO energy	-6.51	eV
HOMO energy	-16.7415	eV
net charge	+1
HOMO-LUMO gap	10.229	eV

Geometry as XYZ:
```
7
CH3N2O (ωB97M-V/def2-TZVPD)
C -0.156 0.087 0.096
N 0.648 -1.708 -1.406
N 0.268 -0.888 -0.759
O 0.786 0.999 0.394
H -0.757 -0.783 1.176
H -1.198 0.345 0.036
H 0.409 1.949 0.461
```


*three*
Computed, not measured: a 2-piece molecular cluster, CH3N2O overall, with ωB97M-V/def2-TZVPD.

Output
LUMO energy (alpha / beta)	-8.58 / -7.75	eV
HOMO energy (alpha / beta)	-17.8808 / -17.2629	eV
net charge	+1
HOMO-LUMO gap (alpha / beta)	9.304 / 9.517	eV

Geometry as XYZ:
```
7
CH3N2O (ωB97M-V/def2-TZVPD)
C 0.144 0.749 -0.043
N -2.035 -0.105 0.143
N -1.079 0.392 0.141
O 0.760 -1.255 0.398
H 0.656 1.130 0.770
H 0.572 0.759 -0.942
H 0.982 -1.670 -0.466
```


*one* is preferred energetically. Next in line: 1.796 eV higher.


*one*
Computed, not measured: C20H27BrFNO2S7SbTc as an isolated structure, with ωB97M-V/def2-TZVPD.

Output
LUMO energy (alpha / beta)	-7.97 / -7.96	eV
HOMO energy (alpha / beta)	-13.6291 / -13.6283	eV
net charge	+2
HOMO-LUMO gap (alpha / beta)	5.662 / 5.663	eV

Geometry as XYZ:
```
61
C20H27BrFNO2S7SbTc (ωB97M-V/def2-TZVPD)
Tc -0.008 -0.748 -0.433
C 2.257 -2.227 4.253
C 1.507 -1.077 3.635
C 1.345 0.150 4.280
C 0.640 1.159 3.665
C 0.122 0.943 2.395
Br -0.926 2.316 1.653
N 0.292 -0.194 1.729
C 0.964 -1.178 2.378
H 2.149 -2.228 5.337
H 3.323 -2.154 4.027
H 1.896 -3.183 3.877
H 1.761 0.306 5.269
H 0.471 2.109 4.150
H 1.066 -2.112 1.840
S 2.078 -0.945 -4.284
Sb 1.891 -2.702 -5.587
S 0.421 -3.354 -2.421
S -0.199 -1.468 -2.529
S 0.262 -4.041 -4.329
C 2.391 -4.597 1.252
O 1.976 -3.391 0.557
C 2.902 -2.449 0.371
S 4.413 -2.421 0.911
S 2.273 -1.119 -0.631
H 1.516 -5.237 1.245
H 2.697 -4.354 2.266
H 3.222 -5.053 0.722
F -5.316 -3.386 1.096
C -4.147 -2.858 0.752
C -3.998 -2.356 -0.529
C -2.772 -1.836 -0.892
C -1.702 -1.758 0.028
C -1.911 -2.274 1.320
C -3.125 -2.835 1.679
H -4.826 -2.402 -1.225
H -2.668 -1.467 -1.903
H -1.143 -2.251 2.071
H -3.290 -3.234 2.671
C -2.603 4.470 -0.753
C -2.041 4.099 -2.119
C -2.136 2.592 -2.416
S -0.662 1.572 -2.482
O -0.459 1.080 -0.984
C 0.720 2.682 -2.761
C 1.349 3.253 -1.491
C 2.557 4.109 -1.868
H -2.554 5.547 -0.599
H -2.037 3.993 0.049
H -3.648 4.169 -0.659
H -1.021 4.463 -2.206
H -2.602 4.612 -2.899
H -2.581 2.399 -3.395
H -2.742 2.057 -1.679
H 0.334 3.454 -3.431
H 1.440 2.088 -3.326
H 1.654 2.439 -0.835
H 0.620 3.844 -0.936
H 3.307 3.522 -2.402
H 3.026 4.513 -0.972
H 2.272 4.950 -2.503
```


*two*
Computed, not measured: C20H27BrFNO2S7SbTc as an isolated structure, with ωB97M-V/def2-TZVPD.

Output
LUMO energy	-6.75	eV
HOMO energy	-13.3765	eV
net charge	+2
HOMO-LUMO gap	6.626	eV

Geometry as XYZ:
```
61
C20H27BrFNO2S7SbTc (ωB97M-V/def2-TZVPD)
Tc 0.108 0.111 0.590
C -4.065 3.583 -0.922
C -2.625 3.416 -0.516
C -1.805 4.509 -0.251
C -0.480 4.320 0.099
C -0.027 3.024 0.188
Br 1.772 2.639 0.640
N -0.780 1.951 -0.021
C -2.064 2.160 -0.380
H -4.596 4.207 -0.202
H -4.576 2.625 -0.991
H -4.134 4.077 -1.892
H -2.203 5.515 -0.313
H 0.181 5.149 0.311
H -2.661 1.274 -0.555
S 3.491 -4.003 0.957
Sb 2.609 -6.311 1.361
S 1.246 -1.774 1.566
S 1.958 -3.001 0.086
S 0.490 -6.086 0.892
C -2.825 -4.205 2.734
O -2.730 -3.121 1.746
C -1.637 -2.462 1.590
S -0.287 -2.830 2.555
S -1.770 -1.168 0.451
H -3.819 -4.613 2.606
H -2.704 -3.784 3.729
H -2.064 -4.951 2.520
F -0.728 1.341 6.523
C -0.479 1.169 5.223
C -1.505 1.343 4.319
C -1.238 1.175 2.965
C 0.030 0.766 2.528
C 1.054 0.635 3.484
C 0.809 0.843 4.829
H -2.487 1.630 4.673
H -2.041 1.349 2.259
H 2.067 0.398 3.176
H 1.592 0.756 5.572
C -0.638 -2.265 -2.854
C -0.615 -0.818 -3.339
C 0.819 -0.302 -3.561
S 1.291 0.828 -2.270
O 1.387 -0.078 -0.983
C 3.001 1.232 -2.654
C 3.865 0.182 -3.341
C 4.196 -1.019 -2.457
H -1.662 -2.600 -2.685
H -0.083 -2.378 -1.921
H -0.190 -2.929 -3.597
H -1.139 -0.177 -2.620
H -1.161 -0.737 -4.277
H 0.913 0.287 -4.477
H 1.545 -1.114 -3.581
H 3.409 1.507 -1.679
H 2.914 2.147 -3.249
H 4.790 0.692 -3.616
H 3.413 -0.135 -4.281
H 4.734 -0.702 -1.561
H 4.835 -1.721 -2.994
H 3.302 -1.554 -2.132
```


*two* is preferred energetically. Next in line: 2.010 eV higher.